Molecular formula: Cl5NP2
Method: DFT, ωB97M-V with the def2-TZVPD basis set

Last column: Löwdin charge in e.
CARTESIAN COORDINATES (ANGSTROEM)
N 1.0541 1.7264 0.6320  -0.381
P 1.4496 0.3210 0.2120  -0.308
P -1.3709 -0.2619 0.3220  -0.258
Cl 1.4016 -1.1790 1.5062  0.262
Cl 2.5862 -0.3054 -1.3933  0.190
Cl -1.7050 1.6579 0.0520  0.229
Cl -0.2007 -0.8348 -1.2878  0.148
Cl -3.2149 -1.1244 -0.0431  0.119

Max |F|   2.816 eV/A
Total energy   -3038.42289 hartree
Relative energy (zero: lowest compared OMol25 entry of this formula, charge and spin)   86.7 kcal/mol
Multiplicity   1
HOMO level   -9.87 eV